{
  "formula": "C52H146N10O22",
  "method": "ωB97M-V with the def2-TZVPD basis set",
  "e_tot_ha": -4271.321698,
  "e_above_lowest_kj_mol": 38.6,
  "e_lumo_ev": 0.5,
  "largest_force_ev_per_a": 3.27,
  "homo_energy_ev": -8.77,
  "multiplicity": 1,
  "homo_lumo_gap_ev": 9.24,
  "species": ["C", "C", "C", "O", "C", "N", "H", "H", "H", "H", "H", "H", "H", "H", "H", "H", "H", "C", "C", "C", "O", "C", "N", "H", "H", "H", "H", "H", "H", "H", "H", "H", "H", "H", "C", "C", "C", "O", "C", "N", "H", "H", "H", "H", "H", "H", "H", "H", "H", "H", "H", "C", "C", "C", "O", "C", "N", "H", "H", "H", "H", "H", "H", "H", "H", "H", "H", "H", "C", "C", "C", "O", "C", "N", "H", "H", "H", "H", "H", "H", "H", "H", "H", "H", "H", "C", "C", "C", "O", "C", "N", "H", "H", "H", "H", "H", "H", "H", "H", "H", "H", "H", "C", "C", "C", "O", "C", "N", "H", "H", "H", "H", "H", "H", "H", "H", "H", "H", "H", "C", "C", "C", "O", "C", "N", "H", "H", "H", "H", "H", "H", "H", "H", "H", "H", "H", "C", "C", "C", "O", "C", "N", "H", "H", "H", "H", "H", "H", "H", "H", "H", "H", "H", "C", "C", "C", "O", "C", "N", "H", "H", "H", "H", "H", "H", "H", "H", "H", "H", "H", "C", "C", "O", "O", "H", "H", "H", "H", "H", "H", "C", "C", "O", "O", "H", "H", "H", "H", "H", "H", "C", "C", "O", "O", "H", "H", "H", "H", "H", "H", "C", "C", "O", "O", "H", "H", "H", "H", "H", "H", "C", "C", "O", "O", "H", "H", "H", "H", "H", "H", "C", "C", "O", "O", "H", "H", "H", "H", "H", "H"],
  "coordinates": [[4.8338, -4.3605, -3.4043], [3.6987, -5.2865, -3.0086], [2.3718, -4.7478, -3.5865], [1.2845, -5.6234, -3.4769], [0.8920, -5.8134, -2.1009], [3.9518, -6.6733, -3.3379], [4.9580, -4.4960, -4.5148], [5.7950, -4.5858, -2.8530], [4.5648, -3.2895, -3.2524], [3.6024, -5.2795, -1.9323], [2.4388, -4.5818, -4.6487], [2.1474, -3.7690, -3.1536], [0.4115, -4.8191, -1.7772], [1.6469, -6.0603, -1.3463], [0.2313, -6.6369, -2.0052], [4.3869, -6.9271, -4.1998], [3.1414, -7.2589, -3.1738], [-0.1943, -4.2520, 3.1675], [1.0605, -3.7019, 2.4642], [2.4623, -4.1403, 2.9406], [2.8059, -3.5210, 4.1675], [4.0752, -4.0079, 4.5042], [0.9875, -4.0561, 1.0063], [0.0620, -4.2984, 4.2508], [-0.4608, -5.2255, 2.7790], [-1.0127, -3.4934, 3.0030], [1.0816, -2.6453, 2.6189], [3.2449, -3.9655, 2.2222], [2.4986, -5.2396, 3.0877], [4.1280, -5.0880, 4.4974], [4.3107, -3.6213, 5.5174], [4.8959, -3.5319, 3.7919], [0.7607, -5.0497, 1.0628], [0.1335, -3.5737, 0.6110], [-4.8211, 0.5148, 5.7502], [-4.9154, 1.2102, 4.4321], [-5.5206, 0.2952, 3.3801], [-5.7109, 0.9833, 2.1679], [-6.1886, 0.1663, 1.1521], [-5.6041, 2.4663, 4.6752], [-4.4845, 1.2974, 6.4431], [-4.1612, -0.3416, 5.9650], [-5.8155, 0.1909, 6.0090], [-3.8881, 1.4401, 4.1059], [-6.4673, -0.1243, 3.7349], [-4.9040, -0.6263, 3.1940], [-6.6504, 0.7277, 0.3485], [-6.9830, -0.5943, 1.5347], [-5.3133, -0.3666, 0.7022], [-6.6017, 2.2877, 4.9375], [-5.6135, 2.8896, 3.7569], [-2.3042, 3.8024, 4.4573], [-2.0982, 5.0774, 3.5628], [-3.3024, 5.4678, 2.7813], [-3.8607, 4.3584, 2.1453], [-5.0188, 4.7230, 1.3743], [-1.5309, 6.1856, 4.3475], [-2.2281, 2.8558, 3.9229], [-3.2677, 3.9169, 4.9929], [-1.4571, 3.7725, 5.2001], [-1.3788, 4.7874, 2.7654], [-3.0008, 6.2821, 2.0537], [-3.9523, 5.9311, 3.5669], [-4.7733, 5.2535, 0.4396], [-5.8072, 5.2754, 1.9142], [-5.4260, 3.7858, 1.0121], [-1.5753, 7.0323, 3.8148], [-2.0972, 6.3056, 5.2126], [1.7480, -0.4407, 5.4244], [3.2384, -0.5854, 5.0941], [3.6459, -0.0717, 3.7099], [4.9626, -0.5942, 3.5265], [5.9025, 0.2469, 2.8811], [3.9479, 0.0623, 6.1526], [1.5742, -0.5903, 6.4781], [1.1742, -1.1662, 4.8114], [1.3661, 0.5100, 5.1096], [3.4954, -1.6118, 5.1812], [3.7287, 0.9736, 3.7590], [2.9187, -0.4663, 2.9975], [5.6169, 1.3130, 3.0596], [5.9195, 0.0675, 1.7998], [6.8537, -0.0574, 3.3307], [4.9222, 0.1736, 5.8682], [3.6522, 1.0157, 6.3548], [-0.5332, 5.9790, -2.4370], [-0.7737, 6.5458, -1.0501], [-0.0234, 5.7733, 0.0547], [0.0128, 4.3968, -0.0408], [-1.1382, 3.6252, 0.0295], [-0.4854, 8.0093, -0.8907], [-0.6659, 4.9069, -2.4403], [0.5052, 6.1469, -2.8044], [-1.2169, 6.3906, -3.2503], [-1.7832, 6.3520, -0.7954], [-0.3993, 6.0171, 1.0447], [1.0224, 6.1509, 0.0901], [-0.8411, 2.6097, 0.1070], [-1.8278, 3.7209, -0.8417], [-1.8269, 3.8417, 0.9309], [-1.1079, 8.5425, -1.4581], [0.4985, 8.0828, -1.1712], [-5.1872, 2.2513, -5.9955], [-4.5833, 1.7338, -4.7003], [-5.7241, 1.3982, -3.8014], [-5.3463, 1.0251, -2.4474], [-5.2231, 2.0604, -1.5400], [-3.6570, 0.5812, -4.7866], [-5.6857, 1.4471, -6.5039], [-4.3940, 2.6134, -6.5991], [-5.8564, 3.1004, -5.7110], [-3.9564, 2.5033, -4.2320], [-6.2721, 0.5460, -4.1952], [-6.3998, 2.2790, -3.7831], [-4.4124, 2.7454, -1.8817], [-4.8966, 1.6316, -0.6198], [-6.2265, 2.5296, -1.3997], [-4.1222, -0.2879, -5.0737], [-3.2306, 0.3922, -3.8490], [-2.9990, -3.9110, -3.9421], [-1.8390, -3.2598, -3.2801], [-1.3278, -2.0568, -4.1175], [-1.1720, -2.2694, -5.4950], [0.0809, -2.8610, -5.8111], [-2.2077, -2.8082, -1.9393], [-3.8840, -3.2610, -3.8451], [-3.2958, -4.8355, -3.5048], [-2.8392, -3.9786, -4.9588], [-1.0118, -4.0097, -3.2359], [-0.3627, -1.7227, -3.7004], [-2.0144, -1.2443, -3.9927], [0.8918, -2.0725, -5.8181], [0.0164, -3.1846, -6.8225], [0.2209, -3.7158, -5.1372], [-1.6441, -2.1112, -1.4998], [-3.1354, -2.3971, -2.0414], [1.6690, 0.6158, 0.0901], [0.8737, -0.7066, 0.3000], [-0.3640, -0.5804, 1.1757], [-1.2419, 0.3763, 0.4981], [-2.4363, 0.6627, 1.1576], [0.4941, -1.4195, -0.9422], [1.1910, 1.3835, -0.5229], [2.5397, 0.2339, -0.4246], [1.9656, 1.0698, 1.0322], [1.4876, -1.4478, 0.7362], [-0.1304, -0.2052, 2.1528], [-0.8095, -1.6034, 1.2589], [-2.2984, 1.0508, 2.1933], [-3.1112, -0.1838, 1.2030], [-2.9672, 1.4359, 0.6024], [1.0901, -2.2683, -1.0936], [0.6718, -0.7902, -1.7604], [7.4285, 4.4454, -3.9978], [6.8019, 3.1580, -3.5167], [6.4000, 3.1826, -2.0123], [5.2443, 3.9603, -1.9379], [4.2935, 3.6050, -0.9126], [5.5912, 2.7418, -4.2738], [8.3432, 4.5911, -3.3603], [6.6946, 5.2630, -3.8730], [7.8521, 4.3019, -5.0382], [7.5045, 2.3122, -3.6168], [7.2317, 3.5595, -1.4306], [6.1706, 2.2380, -1.6722], [3.3809, 4.1814, -1.0421], [4.7795, 3.6935, 0.0495], [4.0018, 2.5345, -1.0069], [4.9485, 3.4873, -3.9748], [5.7962, 2.8679, -5.2414], [1.3906, 3.7345, 4.2028], [2.0234, 3.7872, 2.8808], [3.3216, 4.3428, 2.9356], [1.3569, 5.0370, 4.8635], [2.0242, 3.1835, 4.8856], [0.3765, 3.2821, 4.1468], [1.4187, 4.2486, 2.0590], [2.1353, 2.7804, 2.4662], [3.3202, 4.9668, 3.6521], [0.5187, 5.5193, 4.7955], [-0.6541, 1.5715, -2.8049], [-0.7452, 2.1810, -4.2174], [-0.6646, 1.3412, -5.3313], [-1.8872, 1.0751, -2.3444], [-0.3740, 2.3895, -2.1543], [0.0602, 0.7639, -2.6079], [0.1279, 2.8170, -4.2457], [-1.5370, 2.9215, -4.2680], [-1.5516, 0.9293, -5.4337], [-1.7205, 0.6041, -1.5204], [2.7522, 0.2986, -4.0931], [3.8146, -0.6372, -3.4012], [4.8590, 0.0648, -2.7590], [1.7087, -0.5553, -4.5541], [3.1958, 0.9482, -4.8306], [2.3680, 0.9603, -3.2288], [4.1869, -1.3829, -4.1160], [3.3792, -1.2736, -2.6382], [5.1415, 0.7332, -3.4089], [0.9273, -0.0590, -4.5658], [4.3688, -1.8625, 0.2105], [5.6290, -2.6482, 0.2723], [5.3541, -3.8849, 0.9047], [3.2976, -2.5184, -0.4711], [4.6209, -0.9194, -0.2764], [4.0638, -1.6115, 1.2001], [6.3387, -2.1824, 0.8912], [6.0877, -2.7738, -0.7545], [5.0965, -4.4831, 0.2042], [2.8516, -3.2851, 0.0820], [-4.3262, -3.3936, 2.0977], [-4.1993, -3.7579, 3.5654], [-4.8920, -4.9841, 3.7955], [-3.3581, -2.5161, 1.6569], [-5.3104, -2.9574, 1.9586], [-4.3637, -4.3913, 1.5166], [-4.5914, -2.9562, 4.2433], [-3.1841, -3.9453, 3.8341], [-4.5817, -5.2939, 4.6295], [-2.6451, -2.8944, 1.2050], [-2.7164, -5.9811, -0.2070], [-2.3226, -7.1589, 0.7049], [-2.5886, -6.9338, 2.0757], [-1.9240, -4.9172, 0.1202], [-3.7554, -5.7769, -0.1011], [-2.6437, -6.3290, -1.2474], [-1.2273, -7.2610, 0.6395], [-2.7729, -8.1036, 0.4352], [-3.5212, -6.7145, 2.0488], [-2.0060, -4.2147, -0.5251]],
  "lowdin_charge": [-0.06, -0.46, -0.22, -0.19, -0.09, 0.05, 0.09, 0.09, 0.06, 0.10, 0.12, 0.12, 0.09, 0.08, 0.07, 0.06, 0.07, -0.03, -0.38, -0.20, -0.20, -0.13, 0.06, 0.09, 0.06, 0.08, 0.10, 0.09, 0.13, 0.08, 0.10, 0.13, 0.07, 0.07, -0.08, -0.47, -0.21, -0.20, -0.13, 0.06, 0.08, 0.09, 0.07, 0.12, 0.12, 0.13, 0.07, 0.12, 0.09, 0.10, 0.05, -0.04, -0.45, -0.27, -0.19, -0.08, 0.05, 0.05, 0.08, 0.08, 0.11, 0.14, 0.14, 0.09, 0.10, 0.07, 0.07, 0.11, -0.04, -0.44, -0.16, -0.21, -0.08, 0.04, 0.08, 0.07, 0.05, 0.09, 0.10, 0.11, 0.10, 0.07, 0.09, 0.08, 0.07, -0.06, -0.42, -0.22, -0.19, -0.11, 0.05, 0.04, 0.09, 0.10, 0.11, 0.11, 0.14, 0.05, 0.10, 0.10, 0.05, 0.08, -0.05, -0.44, -0.19, -0.19, -0.15, 0.05, 0.08, 0.06, 0.10, 0.13, 0.13, 0.13, 0.10, 0.04, 0.10, 0.09, 0.05, -0.04, -0.41, -0.20, -0.18, -0.07, 0.07, 0.09, 0.07, 0.06, 0.12, 0.11, 0.09, 0.09, 0.08, 0.08, 0.03, 0.09, 0.00, -0.39, -0.13, -0.22, -0.10, 0.07, 0.07, 0.06, 0.06, 0.08, 0.12, 0.11, 0.10, 0.06, 0.08, 0.07, 0.06, -0.07, -0.43, -0.20, -0.21, -0.05, 0.04, 0.09, 0.09, 0.09, 0.14, 0.12, 0.08, 0.09, 0.08, 0.08, 0.08, 0.06, -0.22, -0.26, -0.05, -0.08, 0.11, 0.11, 0.12, 0.10, 0.07, 0.04, -0.22, -0.24, -0.06, -0.08, 0.09, 0.09, 0.11, 0.11, 0.07, 0.06, -0.19, -0.25, -0.09, -0.08, 0.10, 0.13, 0.11, 0.08, 0.04, 0.01, -0.25, -0.23, -0.06, -0.13, 0.11, 0.09, 0.10, 0.14, 0.07, 0.10, -0.25, -0.23, -0.06, -0.05, 0.11, 0.13, 0.12, 0.10, 0.07, 0.02, -0.28, -0.23, -0.06, -0.08, 0.10, 0.12, 0.12, 0.11, 0.07, 0.03]
}